229
Properties=species:S:1:pos:R:3:lowdin_charge:R:1 method="wB97M-V/def2-TZVPD" charge=0 gap_ev=9.0 fmax_ev_per_a=4.0 homo_energy_ev=-8.71
C -8.693 -1.640 8.751 -0.143
C -7.776 -0.991 7.647 -0.217
O -8.435 0.147 7.099 -0.080
O -8.693 -0.789 9.958 -0.111
H -8.288 -2.604 9.061 0.096
H -9.724 -1.748 8.416 0.117
H -7.550 -1.766 6.915 0.071
H -6.742 -0.797 7.929 0.111
H -8.513 0.765 7.829 0.000
H -8.772 0.141 9.733 0.000
C -2.630 3.350 11.211 -0.227
C -4.020 3.946 11.458 -0.243
O -3.959 4.949 12.467 -0.049
O -2.032 4.064 10.155 -0.075
H -2.749 2.284 11.017 0.097
H -1.984 3.292 12.087 0.121
H -4.688 3.151 11.792 0.082
H -4.366 4.264 10.475 0.120
H -4.868 5.178 12.671 0.080
H -1.612 4.858 10.495 0.102
C -1.795 -5.283 10.642 -0.238
C -1.279 -4.080 11.487 -0.208
O -2.308 -3.722 12.378 -0.094
O -1.675 -6.571 11.201 -0.061
H -1.054 -5.334 9.844 0.092
H -2.725 -4.947 10.185 0.118
H -1.261 -3.241 10.791 0.106
H -0.373 -4.232 12.075 0.113
H -2.466 -4.305 13.125 0.100
H -1.994 -7.230 10.579 0.041
C 1.262 -5.617 4.664 -0.241
C 0.326 -4.637 3.807 -0.222
O 0.988 -3.865 2.857 -0.075
O 1.947 -4.942 5.647 -0.064
H 1.942 -6.244 4.088 0.124
H 0.535 -6.293 5.114 0.093
H -0.108 -3.922 4.507 0.118
H -0.365 -5.265 3.245 0.110
H 1.537 -3.337 3.442 0.024
H 2.830 -5.316 5.693 0.094
C -0.563 1.102 2.932 -0.191
C -0.670 1.187 4.460 -0.295
O -1.826 0.628 4.846 -0.049
O -0.531 -0.316 2.579 -0.076
H 0.383 1.574 2.667 0.111
H -1.442 1.625 2.555 0.110
H -0.521 2.122 5.000 0.120
H 0.130 0.526 4.793 0.097
H -1.915 -0.171 4.322 0.068
H -0.631 -0.386 1.627 0.087
C -6.215 -3.288 11.819 -0.181
C -7.620 -3.783 12.239 -0.269
O -8.537 -2.762 12.274 -0.047
O -5.978 -3.278 10.363 -0.096
H -5.466 -4.007 12.152 0.105
H -5.982 -2.354 12.331 0.097
H -7.633 -4.262 13.218 0.122
H -7.849 -4.554 11.504 0.108
H -8.563 -2.279 11.445 0.045
H -6.030 -4.182 10.046 0.068
C -4.022 -0.063 12.861 -0.201
C -3.906 -0.881 14.185 -0.202
O -4.036 -2.310 14.094 -0.089
O -2.854 -0.090 12.058 -0.087
H -4.173 0.980 13.141 0.103
H -4.822 -0.421 12.213 0.112
H -4.654 -0.597 14.926 0.115
H -2.934 -0.771 14.666 0.099
H -3.420 -2.529 13.391 0.024
H -2.028 0.097 12.510 0.046
C -3.139 -1.458 8.043 -0.149
O -3.181 -2.258 9.192 -0.130
H -2.350 -0.707 8.093 0.060
H -2.914 -2.087 7.181 0.083
H -4.088 -0.923 8.061 0.074
H -3.459 -1.736 9.948 0.060
C 1.598 2.530 7.127 -0.071
C 1.119 3.628 8.029 -0.448
C 1.784 5.010 7.860 -0.187
O 3.083 5.009 8.387 -0.138
C 3.543 6.237 8.524 -0.199
N -0.298 3.713 7.960 0.055
H 1.461 2.639 6.051 0.070
H 1.198 1.545 7.369 0.060
H 2.666 2.325 7.192 0.084
H 1.441 3.214 8.985 0.123
H 1.078 5.725 8.283 0.118
H 1.770 5.359 6.827 0.130
H 3.375 6.875 7.656 0.088
H 4.599 6.193 8.789 0.098
H 3.043 6.848 9.276 0.087
H -0.815 2.858 7.810 0.076
H -0.620 4.071 8.848 0.032
C -4.336 0.802 2.504 -0.030
C -5.371 0.814 3.684 -0.374
C -6.665 1.537 3.487 -0.289
O -7.500 1.037 2.543 -0.141
C -8.302 1.973 1.830 -0.079
N -5.649 -0.618 3.943 0.036
H -4.337 1.723 1.922 0.075
H -4.688 0.089 1.758 0.075
H -3.334 0.549 2.850 0.036
H -4.885 1.117 4.611 0.135
H -6.239 2.523 3.300 0.119
H -7.087 1.761 4.467 0.125
H -8.500 2.875 2.409 0.087
H -9.299 1.564 1.666 0.081
H -7.937 2.191 0.826 0.086
H -6.222 -0.813 4.751 0.049
H -6.313 -0.977 3.272 0.066
C -7.029 2.889 10.416 -0.078
C -8.392 2.371 10.500 -0.399
C -9.377 3.398 11.137 -0.155
O -9.228 4.626 10.400 -0.209
C -9.884 5.721 10.995 -0.106
N -8.880 1.916 9.196 0.031
H -6.775 3.640 9.668 0.097
H -6.326 2.057 10.386 0.090
H -6.659 3.356 11.329 0.067
H -8.251 1.500 11.140 0.141
H -9.009 3.606 12.141 0.119
H -10.425 3.098 11.172 0.126
H -9.589 5.774 12.043 0.084
H -10.967 5.606 10.952 0.087
H -9.547 6.599 10.443 0.093
H -9.843 1.656 9.354 0.101
H -9.093 2.699 8.595 0.112
C 3.263 -1.150 2.240 -0.058
C 2.916 -0.566 3.577 -0.466
C 2.357 -1.567 4.622 -0.148
O 2.256 -0.749 5.813 -0.226
C 1.637 -1.449 6.901 -0.081
N 4.041 0.147 4.057 0.040
H 2.266 -1.263 1.814 0.071
H 3.888 -2.041 2.293 0.084
H 3.858 -0.424 1.685 0.080
H 2.205 0.228 3.348 0.116
H 2.945 -2.446 4.882 0.130
H 1.357 -1.735 4.222 0.108
H 0.558 -1.352 6.775 0.090
H 1.969 -1.006 7.840 0.078
H 1.953 -2.488 6.986 0.065
H 3.871 1.142 4.047 0.077
H 4.084 0.019 5.058 0.063
C 2.308 -0.712 13.916 -0.067
C 1.037 0.125 14.001 -0.396
C 0.614 0.663 12.572 -0.149
O 0.435 -0.337 11.507 -0.181
C 0.175 0.291 10.293 -0.123
N -0.037 -0.768 14.441 0.031
H 3.053 -0.142 13.361 0.074
H 2.212 -1.695 13.456 0.073
H 2.786 -0.885 14.881 0.075
H 0.998 0.937 14.727 0.138
H 1.411 1.367 12.332 0.122
H -0.330 1.179 12.747 0.101
H 1.010 0.878 9.910 0.076
H -0.641 1.005 10.408 0.079
H 0.009 -0.414 9.479 0.082
H 0.010 -1.383 13.642 0.056
H 0.130 -1.261 15.307 0.080
C 1.978 -4.135 9.774 -0.057
C 2.406 -5.403 10.524 -0.382
C 3.495 -6.262 9.806 -0.193
O 3.783 -7.470 10.478 -0.178
C 5.060 -8.030 10.264 -0.130
N 2.865 -4.931 11.806 0.030
H 0.938 -3.881 9.982 0.052
H 2.064 -4.228 8.692 0.053
H 2.491 -3.188 9.942 0.076
H 1.578 -6.092 10.694 0.137
H 4.476 -5.809 9.657 0.117
H 3.220 -6.483 8.775 0.112
H 5.253 -8.290 9.224 0.078
H 5.043 -9.037 10.681 0.084
H 5.984 -7.585 10.634 0.087
H 2.131 -4.573 12.400 0.056
H 3.475 -4.129 11.731 0.067
C -1.437 -4.500 -1.896 -0.074
C -1.578 -3.398 -0.839 -0.415
C -2.461 -3.731 0.397 -0.227
O -3.236 -2.730 0.951 -0.152
C -3.487 -2.918 2.393 -0.073
N -0.207 -2.998 -0.567 0.029
H -2.288 -4.263 -2.535 0.073
H -1.508 -5.472 -1.407 0.078
H -0.643 -4.494 -2.643 0.077
H -2.041 -2.556 -1.355 0.123
H -1.901 -4.278 1.155 0.112
H -3.178 -4.459 0.016 0.117
H -3.309 -3.831 2.961 0.074
H -4.562 -2.831 2.550 0.064
H -3.077 -2.144 3.042 0.063
H -0.101 -2.879 0.431 0.043
H 0.479 -3.704 -0.793 0.060
C -8.753 -6.068 3.418 -0.057
C -8.083 -6.454 4.723 -0.414
C -8.246 -5.496 5.927 -0.168
O -7.711 -4.190 5.732 -0.185
C -6.451 -3.855 6.085 -0.134
N -8.318 -7.887 5.079 0.027
H -8.294 -6.608 2.589 0.073
H -8.364 -5.053 3.335 0.072
H -9.819 -6.117 3.197 0.078
H -7.013 -6.537 4.537 0.116
H -7.768 -6.077 6.716 0.110
H -9.271 -5.439 6.295 0.127
H -6.233 -2.848 5.729 0.073
H -5.819 -4.389 5.376 0.073
H -6.285 -4.092 7.136 0.103
H -7.581 -8.129 5.725 0.048
H -9.067 -8.153 5.702 0.061
C -0.118 -9.075 7.901 -0.073
C -1.375 -8.275 7.865 -0.443
C -2.120 -8.294 6.436 -0.165
O -3.185 -7.357 6.416 -0.224
C -3.924 -7.145 5.201 -0.063
N -2.237 -8.803 8.858 0.039
H 0.266 -9.035 8.920 0.086
H 0.790 -8.924 7.318 0.075
H -0.291 -10.124 7.660 0.079
H -1.155 -7.279 8.247 0.127
H -2.495 -9.292 6.207 0.121
H -1.433 -8.056 5.623 0.105
H -4.614 -6.309 5.316 0.066
H -4.401 -8.111 5.032 0.085
H -3.180 -7.090 4.407 0.080
H -2.335 -9.757 8.541 0.080
H -3.112 -8.380 8.581 0.077

12
Properties=species:S:1:pos:R:3:nbo_charge:R:1 method="wB97M-V/def2-TZVPD" charge=-1 gap_ev=6.4 fmax_ev_per_a=0.9 de_lowest_ev=1.1239 homo_energy_ev=-2.12
C -0.322 1.782 -0.759 -0.245
O 0.132 1.789 0.564 -0.821
H -0.415 2.836 -1.055 0.149
H 0.345 1.215 -1.408 0.153
H -1.345 1.386 -0.837 0.145
N 0.545 -1.550 -0.488 -0.908
C 0.078 -1.066 0.742 -0.004
N 0.189 -1.934 1.684 -0.911
H 0.080 -1.167 -1.299 0.346
H 0.668 -2.568 -0.563 0.320
H 0.168 0.829 0.851 0.467
H -0.123 -1.550 2.567 0.308

11
Properties=species:S:1:pos:R:3:nbo_charge:R:1 method="wB97M-V/def2-TZVPD" charge=0 gap_ev=9.8 fmax_ev_per_a=1.7 de_lowest_ev=1.1544 smiles="C/N=C/NS" homo_energy_ev=-8.85
C -0.362 2.001 1.609 -0.429
N -0.075 1.013 0.587 -0.482
C -0.848 0.009 0.501 0.257
N -0.620 -0.982 -0.434 -0.737
S 0.916 -1.022 -1.251 0.186
H -1.179 1.779 2.296 0.169
H -0.706 2.944 1.139 0.197
H 0.526 2.212 2.187 0.201
H -1.846 -0.176 0.995 0.154
H -0.982 -1.856 -0.123 0.385
H 1.661 -0.818 -0.203 0.099

25
Properties=species:S:1:pos:R:3:nbo_charge:R:1 method="wB97M-V/def2-TZVPD" charge=0 gap_ev=8.7 fmax_ev_per_a=6.0 de_lowest_ev=1.8756 smiles="Cc1ccc(O)cc1.CC(N)=O" homo_energy_ev=-8.13
C 2.854 -2.582 1.369 -0.634
C 1.451 -2.069 1.374 -0.034
C 0.493 -2.989 1.887 -0.198
C -0.861 -2.484 2.033 -0.247
C -1.077 -1.161 1.802 0.286
O -2.360 -0.752 1.895 -0.669
C -0.067 -0.311 1.373 -0.269
C 1.200 -0.625 1.170 -0.198
H 3.070 -3.205 0.500 0.213
H 3.643 -1.803 1.507 0.208
H 2.993 -3.165 2.217 0.212
H 0.801 -4.040 2.089 0.217
H -1.444 -3.184 2.404 0.210
H -2.513 0.061 1.411 0.481
H -0.415 0.650 1.376 0.195
H 2.006 0.044 0.747 0.226
C -1.178 4.165 -2.573 -0.726
C -1.545 2.737 -2.584 0.669
N -0.626 1.852 -3.224 -0.848
O -2.656 2.274 -2.345 -0.599
H -0.616 4.497 -3.469 0.235
H -0.432 4.431 -1.756 0.238
H -2.051 4.799 -2.492 0.248
H -0.967 0.879 -3.257 0.400
H 0.298 1.983 -3.452 0.383

16
Properties=species:S:1:pos:R:3:nbo_charge:R:1 method="wB97M-V/def2-TZVPD" charge=0 gap_ev=10.3 fmax_ev_per_a=4.3 de_lowest_ev=2.3459 smiles="N#C[SiH2]OC(C=O)(C=O)C=O" homo_energy_ev=-10.84
N -3.064 -2.200 -0.114 -0.269
C -2.472 -1.233 -0.156 -0.188
Si -1.707 0.457 0.013 1.373
O -0.177 0.351 -0.544 -0.905
C 0.904 -0.590 0.096 -0.069
C 0.852 -1.758 -0.757 0.388
O 1.656 -2.643 -0.791 -0.472
C 2.184 0.330 -0.016 0.468
O 3.154 0.178 0.634 -0.455
C 0.814 -0.871 1.604 0.434
O 0.113 -0.301 2.381 -0.476
H -2.504 1.251 -1.162 -0.150
H -1.679 1.000 1.312 -0.157
H 0.160 -1.785 -1.626 0.159
H 1.958 1.157 -0.772 0.155
H 1.419 -1.735 1.927 0.165

16
Properties=species:S:1:pos:R:3:nbo_charge:R:1 method="wB97M-V/def2-TZVPD" charge=+1 gap_ev=8.9 fmax_ev_per_a=4.9 de_lowest_ev=2.2061 homo_energy_ev=-13.75
N -1.958 0.213 2.836 -0.903
H -2.431 1.038 2.245 0.490
H -1.310 0.776 3.457 0.465
H -1.225 -0.246 2.226 0.473
H -2.546 -0.430 3.344 0.472
C 1.300 -0.844 -0.441 -0.610
C 0.713 0.540 -0.853 -0.427
C 0.342 0.142 -2.255 -0.631
H 2.416 -0.823 -0.707 0.230
H 1.384 -0.954 0.709 0.171
H 0.642 -1.751 -0.802 0.215
H -0.185 0.659 -0.262 0.156
H 1.674 1.122 -0.651 0.242
H -0.329 -0.694 -2.489 0.223
H 1.379 -0.182 -2.676 0.214
H 0.102 0.969 -2.961 0.219

12
Properties=species:S:1:pos:R:3:nbo_charge:R:1 method="wB97M-V/def2-TZVPD" charge=0 gap_ev=9.1 fmax_ev_per_a=7.9 de_lowest_ev=4.6925 homo_energy_ev=-9.37
H -3.929 0.466 -0.005 0.320
N -3.356 -0.443 -0.254 -0.578
C -2.146 0.098 0.214 0.198
N -0.964 -0.828 0.132 -0.482
C 0.193 -0.355 -0.235 0.619
N 0.780 0.923 -0.298 -0.467
C 2.013 0.712 0.027 0.268
N 2.396 -0.731 0.190 -0.281
O 1.230 -1.325 -0.103 -0.335
H -2.035 1.097 0.791 0.178
H 2.829 1.335 0.096 0.198
H 2.986 -0.949 -0.555 0.363

117
Properties=species:S:1:pos:R:3:lowdin_spin:R:1 method="wB97M-V/def2-TZVPD" charge=-2 gap_ev="4.3 / 5.4" fmax_ev_per_a=0.6 spin_multiplicity=2 de_lowest_ev=0.0000 homo_energy_ev="-0.49 / -1.56"
Ti -0.294 0.734 0.635 0.038
Cl -3.824 -1.949 -1.779 0.000
C -3.681 -1.762 -0.063 0.000
C -4.574 -2.440 0.778 0.000
C -4.504 -2.305 2.134 0.000
Cl -5.629 -3.181 3.150 0.000
C -3.527 -1.470 2.728 0.000
C -3.360 -1.254 4.112 0.000
C -2.372 -0.417 4.547 0.000
C -1.541 0.220 3.608 0.000
N -1.678 0.041 2.317 0.000
C -2.642 -0.798 1.867 0.000
C -2.690 -0.931 0.439 0.000
O -1.847 -0.272 -0.272 0.000
H -5.326 -3.078 0.334 0.000
H -4.018 -1.755 4.810 0.000
H -2.216 -0.229 5.601 0.000
H -0.742 0.868 3.931 0.000
C -0.505 -7.514 -4.170 0.001
O -1.235 -6.392 -3.757 0.019
C -1.093 -5.248 -4.528 0.052
C -0.488 -5.218 -5.779 -0.003
C -0.404 -4.018 -6.473 0.052
C -0.896 -2.810 -5.953 0.025
C -1.527 -2.881 -4.690 0.049
C -1.620 -4.074 -4.001 -0.007
N -0.787 -1.694 -6.762 0.298
N -0.964 -0.481 -6.257 0.261
C -0.577 -0.137 -4.990 0.023
C -1.286 0.882 -4.350 0.065
C -0.990 1.281 -3.050 -0.007
C 0.039 0.720 -2.322 0.068
O 0.243 1.125 -1.044 0.002
C 0.864 -0.251 -2.945 0.001
N 1.918 -0.767 -2.250 0.019
C 2.735 -1.578 -2.867 -0.007
C 2.615 -1.940 -4.218 0.023
C 1.533 -1.474 -4.916 -0.003
C 0.585 -0.642 -4.290 0.022
H -0.625 -8.269 -3.393 0.000
H 0.559 -7.283 -4.288 0.000
H -0.878 -7.922 -5.118 0.000
H -0.082 -6.115 -6.228 -0.002
H 0.058 -3.989 -7.453 0.003
H -1.948 -1.990 -4.244 0.004
H -2.102 -4.105 -3.030 -0.002
H -2.127 1.317 -4.876 0.006
H -1.600 2.029 -2.560 -0.002
H 3.558 -1.975 -2.273 -0.001
H 3.352 -2.583 -4.683 0.002
H 1.390 -1.731 -5.956 0.001
C 2.093 -0.640 4.749 0.000
O 1.475 0.128 3.755 0.000
Si 2.309 1.271 2.832 0.000
C 3.299 2.306 4.104 0.000
C 3.733 0.348 2.023 0.000
C 1.105 2.200 1.757 0.000
Si 2.217 2.970 0.374 0.000
C 3.622 4.037 1.107 0.000
C 3.164 1.679 -0.642 0.000
C 1.622 4.117 -0.997 0.000
Si 0.216 3.447 2.903 0.000
C 0.453 3.019 4.781 0.000
C -1.664 3.721 2.982 0.000
C 0.919 5.197 2.817 0.000
H 1.321 -1.189 5.298 0.000
H 2.648 -0.026 5.468 0.000
H 2.787 -1.377 4.326 0.000
H 4.354 2.021 4.049 0.000
H 2.968 2.157 5.131 0.000
H 3.238 3.377 3.903 0.000
H 4.153 -0.314 2.791 0.000
H 4.521 1.053 1.750 0.000
H 3.479 -0.242 1.151 0.000
H 4.182 3.563 1.915 0.000
H 3.274 5.010 1.454 0.000
H 4.324 4.210 0.285 0.000
H 4.213 1.617 -0.346 0.000
H 3.135 2.015 -1.683 0.000
H 2.732 0.682 -0.645 0.000
H 1.260 5.084 -0.658 0.000
H 0.866 3.659 -1.634 0.000
H 2.527 4.264 -1.601 0.000
H -0.492 3.222 5.291 0.000
H 1.205 3.681 5.219 0.000
H 0.737 1.997 5.026 0.000
H -2.264 2.812 2.975 0.000
H -2.027 4.377 2.197 0.000
H -1.826 4.228 3.939 0.000
H 1.956 5.234 3.155 0.000
H 0.325 5.829 3.486 0.000
H 0.855 5.609 1.809 0.000
C -0.067 -2.830 -0.224 0.000
C 0.677 -2.221 0.960 0.000
C 2.168 -2.516 0.847 0.000
C 0.144 -2.774 2.281 0.000
O 0.518 -0.805 0.962 -0.001
H 0.231 -3.876 -0.343 0.000
H 0.171 -2.297 -1.143 0.000
H -1.145 -2.804 -0.076 0.000
H 2.325 -3.595 0.768 0.000
H 2.693 -2.151 1.730 0.000
H 2.571 -2.029 -0.041 0.000
H 0.399 -3.834 2.370 0.000
H -0.941 -2.683 2.339 0.000
H 0.589 -2.229 3.113 0.000
O -0.772 4.335 0.282 0.000
C -1.693 3.616 -0.063 0.000
C -2.779 4.094 -1.021 0.000
C -3.855 3.035 -0.873 0.000
C -3.291 2.122 0.212 0.000
O -3.988 1.335 0.825 0.000
N -1.946 2.359 0.412 0.000
H -2.342 4.156 -2.019 0.000
H -3.096 5.097 -0.736 0.000
H -4.005 2.427 -1.768 0.000
H -4.826 3.416 -0.559 0.000